(1)
17
Properties=species:S:1:pos:R:3 method="wB97M-V/def2-TZVPD" charge=+1 e_above_lowest_kcal_mol=90.3 smiles="C=C([NH3+])CCC=O"
O 1.1070 1.4194 -1.2462
C 1.1996 1.6921 -0.0338
C 1.4095 0.6432 1.1520
C 0.5986 -0.7437 0.7012
C -0.7478 -0.4102 -0.0548
C -2.0383 -0.6523 0.3833
N -0.7852 -0.3708 -1.6036
H 1.5296 2.8393 0.1322
H 2.3961 0.4106 1.1946
H 1.0264 0.8178 2.1148
H 0.3321 -1.4216 1.5422
H 1.3571 -1.3829 0.1256
H -2.8043 -1.3117 -0.1972
H -2.0799 -0.3694 1.4860
H -0.3133 0.4673 -1.9721
H -0.4070 -1.3092 -1.8038
H -1.7803 -0.3179 -1.9204


(2)
14
Properties=species:S:1:pos:R:3 method="wB97M-V/def2-TZVPD" e_above_lowest_kcal_mol=50.6 smiles=OCc1cn[nH]c1O
C 1.7324 0.4017 0.4150
C 0.3381 -0.2090 0.1298
C -0.2449 -1.4839 0.0954
C -0.7491 0.6205 0.0637
H 2.3267 -0.5868 -1.2163
H 1.9664 0.1452 1.4768
H 1.6328 1.5685 0.3755
H 0.2277 -2.4425 0.1216
H -2.7965 0.3836 -0.2427
H -0.0740 2.3346 -0.2204
N -1.5795 -1.4745 -0.0333
N -1.8649 -0.0946 -0.0673
O 2.7455 -0.2517 -0.3528
O -0.9495 1.9525 -0.1240


(3)
13
Properties=species:S:1:pos:R:3 method="wB97M-V/def2-TZVPD" charge=+1 e_above_lowest_kcal_mol=10.4 multiplicity=3
C -0.5200 0.4284 0.1248
N -1.3203 1.4880 0.2738
N -1.0509 -0.7183 -0.2096
N -0.4510 -1.9942 -0.3556
O 0.7244 0.6551 -0.1448
P 2.2880 -0.1321 0.0993
H -2.3408 1.3657 0.2392
H -1.0252 2.4631 0.2691
H -2.0583 -0.6979 -0.0783
H 0.0008 -2.2191 0.5070
H 0.1812 -1.9229 -1.1217
H 2.9547 0.6372 -0.8850
H 2.6173 0.6471 1.2817


(4)
13
Properties=species:S:1:pos:R:3 method="wB97M-V/def2-TZVPD" e_above_lowest_kcal_mol=60.1 smiles=O[C@H]1C[C@H]2N[C@@H]12
O 1.9133 0.4029 0.6989
C 0.9997 0.2222 -0.3392
C 0.2196 -1.1390 -0.4150
C -1.0689 -0.3561 -0.2064
N -0.8963 0.3664 1.0660
C -0.3472 0.9344 -0.1787
H 1.3809 0.3800 1.5097
H 1.5135 0.4591 -1.2737
H 0.4621 -1.8640 0.3670
H 0.2923 -1.6082 -1.4004
H -2.0602 -0.5736 -0.5900
H -1.7638 0.8547 1.2803
H -0.6451 1.9211 -0.5186


(5)
61
Properties=species:S:1:pos:R:3 method="wB97M-V/def2-TZVPD" charge=-2 e_above_lowest_kcal_mol=15.0
Cu -0.9764 -0.9354 -0.8351
C 1.5242 1.5769 -0.2319
C 0.7873 0.7003 0.7530
N -0.4743 0.8915 0.8446
N -1.1598 0.3228 1.8801
C -2.2150 -0.3685 1.6914
S -2.9612 -0.9287 0.2381
S -3.0462 -0.8426 3.2267
C -1.6007 -1.1522 4.3072
C -1.1197 0.0344 5.0930
C -1.9179 0.6174 6.0747
C -1.4528 1.6824 6.8311
C -0.1759 2.1855 6.6149
C 0.6209 1.6190 5.6291
C 0.1525 0.5540 4.8727
C 1.5253 -0.3538 1.4716
C 2.6975 -0.0610 2.1622
C 3.3955 -1.0207 2.8812
C 2.9047 -2.3308 2.8756
C 1.7731 -2.6648 2.1659
C 1.0230 -1.7031 1.4135
O 0.0004 -2.0379 0.7439
H 1.1817 2.6094 -0.1613
H 2.6001 1.5301 -0.0632
H 1.3293 1.2224 -1.2466
H -1.9203 -1.9464 4.9848
H -0.8152 -1.5281 3.6538
H -2.9241 0.2413 6.2267
H -2.0891 2.1305 7.5867
H 0.1933 3.0120 7.2116
H 1.6124 2.0139 5.4395
H 0.7650 0.1265 4.0884
H 3.0492 0.9680 2.1667
H 4.2892 -0.7588 3.4354
H 3.4323 -3.1007 3.4325
H 1.4080 -3.6860 2.1563
O 0.5068 0.7679 -5.8866
C 1.6348 0.3737 -5.2737
C 2.8420 0.5104 -5.9594
C 4.0382 0.1450 -5.3646
C 4.0487 -0.3721 -4.0749
C 2.8494 -0.5301 -3.3986
C 1.6353 -0.1675 -3.9737
C 0.3852 -0.3786 -3.1822
O 0.4555 -1.0681 -2.1294
N -0.6980 0.1940 -3.6876
N -1.7884 0.1944 -2.8524
C -2.9102 0.1489 -3.4235
S -4.4441 0.2886 -2.5628
C -5.3879 0.6338 -4.0853
C -4.8577 -0.2856 -5.1638
S -3.0562 -0.0817 -5.2092
H -0.2237 0.6549 -5.2010
H 2.8177 0.9219 -6.9615
H 4.9658 0.2722 -5.9120
H 4.9834 -0.6481 -3.6023
H 2.8174 -0.9518 -2.4015
H -5.2539 1.6786 -4.3683
H -6.4378 0.4434 -3.8578
H -5.2490 -0.0376 -6.1523
H -5.0893 -1.3251 -4.9297


(6)
60
Properties=species:S:1:pos:R:3 method="wB97M-V/def2-TZVPD" e_above_lowest_kcal_mol=25.4 smiles="COC(=O)OC.COC(=O)OC.COC(=O)OC.COC(=O)OC.COC(=O)OC"
C -1.6153 -1.5037 -0.7205
O -0.3583 -1.2464 -0.0829
C 0.1387 -0.0248 -0.1601
O -0.3960 0.9386 -0.6289
O 1.4118 -0.1095 0.2135
C 2.1553 1.0915 0.2905
H -1.5150 -1.3496 -1.7924
H -2.3381 -0.8680 -0.2118
H -1.8500 -2.5466 -0.5394
H 2.1108 1.6199 -0.6610
H 3.1805 0.8691 0.5732
H 1.7347 1.6859 1.1057
C 5.6905 -0.5620 -4.4053
O 5.4321 0.8292 -4.3376
C 5.0052 1.2670 -3.1491
O 4.7461 0.5664 -2.2101
O 4.9055 2.5752 -3.1959
C 4.5913 3.2419 -1.9622
H 4.7978 -1.1514 -4.2059
H 6.4859 -0.8292 -3.6980
H 6.1598 -0.7497 -5.3704
H 5.5247 3.2896 -1.4044
H 3.8200 2.6788 -1.4463
H 4.2004 4.2261 -2.1936
C -0.3417 -2.2862 3.4882
O -1.6296 -1.6584 3.4489
C -1.6609 -0.3750 3.0743
O -0.7676 0.4088 3.1738
O -2.8688 -0.1466 2.5872
C -3.1249 1.1700 2.1469
H 0.0563 -2.3052 4.5007
H 0.2229 -1.6936 2.7676
H -0.4056 -3.3173 3.1502
H -2.7580 1.3228 1.1322
H -2.9488 1.9154 2.9222
H -4.2098 1.3045 2.0158
C -6.8475 -5.3709 0.1365
O -5.8271 -5.1724 1.0758
C -4.5886 -4.9983 0.6123
O -4.3264 -4.8254 -0.5414
O -3.7695 -5.0422 1.6435
C -2.4825 -4.4618 1.3956
H -6.8021 -6.3670 -0.3193
H -6.8780 -4.6076 -0.6389
H -7.8156 -5.4132 0.6377
H -2.6032 -3.3821 1.4941
H -2.0803 -4.7442 0.4266
H -1.8137 -4.7801 2.1890
C -0.1331 4.0122 -2.1945
O -0.1751 4.1674 -0.7832
C 0.9928 4.4753 -0.2140
O 1.9479 4.9870 -0.7418
O 0.8896 4.1571 1.0571
C 2.0144 4.3397 1.9062
H 0.2838 3.0366 -2.4492
H 0.5544 4.7520 -2.6130
H -1.0931 4.1747 -2.6726
H 1.8033 3.7008 2.7664
H 2.3140 5.3693 2.0445
H 2.8536 3.7154 1.5672